(1)
Here is a structure of composition C20H43AlFNO from the Open Molecules 2025 dataset. Energies are from ωB97M-V with the def2-TZVPD basis set.

Positions of all 67 atoms, in Å:
C1 7.20969 -1.30864 1.08550
C2 6.99354 -0.84877 -0.34302
C3 7.59888 -1.70584 -1.42394
C4 6.36993 0.30488 -0.56758
C5 5.58918 0.78433 -1.77137
C6 4.09582 0.33562 -1.73477
C7 3.59302 -0.63002 -2.81891
C8 4.48001 -1.86719 -2.95174
C9 2.16199 -1.08243 -2.48613
C10 1.10752 0.03414 -2.29314
Al1 0.10581 -0.20019 -0.58193
F1 1.17398 -0.79425 0.61650
C11 -1.38233 -1.55855 -0.71550
C12 -2.25713 -1.40053 -1.95367
O1 -3.63941 -1.15448 -1.54865
H1 7.82291 -0.60765 1.65931
H2 6.24775 -1.41782 1.58504
H3 7.72076 -2.27188 1.11450
H4 7.67609 -2.75170 -1.11751
H5 7.04941 -1.68659 -2.35799
H6 8.61890 -1.35464 -1.60387
H7 6.35754 1.00265 0.26934
H8 5.57747 1.87547 -1.71579
H9 6.07369 0.54705 -2.72379
H10 3.49583 1.24159 -1.81660
H11 3.88050 -0.10253 -0.75512
H12 3.58561 -0.09106 -3.77582
H13 4.78977 -2.20604 -1.95950
H14 5.37007 -1.67654 -3.54967
H15 3.91879 -2.68917 -3.40323
H16 2.23563 -1.72618 -1.59895
H17 1.83582 -1.73509 -3.30452
H18 1.56487 1.02593 -2.33721
H19 0.40136 0.00747 -3.13403
H20 -0.51643 1.21299 -0.00311
H21 -2.02680 -1.38858 0.15571
H22 -1.01413 -2.58294 -0.61685
H23 -1.96729 -0.54191 -2.56813
H24 -2.22507 -2.29315 -2.58278
H25 -4.25570 -1.58308 -2.15560
C13 -6.74731 2.25583 3.72610
C14 -5.28543 2.56748 3.40038
C15 -4.93858 2.46322 1.92378
N1 -4.64385 1.07319 1.36574
C16 -5.56274 0.78960 0.21795
C17 -3.19490 1.02552 0.89001
C18 -2.41998 0.76907 2.16064
C19 -3.27636 -0.27256 2.89276
C20 -4.70298 -0.06590 2.36552
H26 -7.10009 1.33305 3.26292
H27 -6.89505 2.16239 4.80138
H28 -7.39350 3.06070 3.37316
H29 -4.60071 1.96654 4.00124
H30 -5.08735 3.60272 3.68473
H31 -4.05440 3.05827 1.71060
H32 -5.75468 2.87365 1.32972
H33 -5.40455 1.54917 -0.54402
H34 -6.59293 0.81224 0.56828
H35 -5.29999 -0.18547 -0.18149
H36 -3.11884 0.20309 0.18553
H37 -2.95422 1.95578 0.38309
H38 -2.33200 1.68471 2.75128
H39 -1.41455 0.42532 1.93755
H40 -3.22311 -0.15948 3.97469
H41 -2.94094 -1.28036 2.65366
H42 -5.42890 0.15203 3.13821
H43 -5.04994 -0.93446 1.81112

Atomic forces in eV per Å
0.5 0.2 -0.1
0.3 0.0 -0.1
-0.3 -0.4 0.1
-0.2 0.2 -0.1
0.3 0.2 -0.1
0.2 0.1 -0.1
0.1 0.0 0.2
-0.1 0.0 0.2
-0.1 0.2 -0.3
-0.2 -0.2 0.0
0.3 0.1 0.0
0.0 0.0 0.2
-0.1 0.2 -0.1
-0.1 0.0 0.2
-0.5 -0.2 0.0
-0.1 0.0 0.0
0.0 0.0 0.1
0.0 0.0 0.0
-0.1 0.0 0.0
0.1 0.2 -0.1
0.0 0.0 -0.1
-0.7 -0.3 0.3
0.1 0.0 -0.1
-0.1 -0.2 0.0
-0.1 0.0 0.2
0.0 0.0 0.0
-0.1 0.0 0.0
0.0 0.0 0.0
0.0 0.0 0.0
0.1 0.0 -0.1
0.0 0.0 0.0
0.0 -0.1 0.1
0.0 0.0 0.0
0.1 0.1 0.0
-0.1 0.0 -0.1
0.1 -0.2 0.0
0.0 0.0 0.0
0.0 0.0 0.0
0.0 0.0 0.0
0.3 0.1 0.0
0.0 0.0 0.0
-0.1 0.0 0.0
0.1 0.1 0.1
-0.1 0.0 -0.2
0.2 0.0 0.2
0.0 0.1 0.0
-0.1 0.0 0.1
0.0 0.0 0.0
0.1 -0.1 0.1
0.0 0.0 0.0
0.0 0.0 0.0
0.0 0.0 0.0
0.0 0.0 0.0
0.1 0.0 0.0
0.0 0.0 0.0
0.0 0.0 0.0
0.0 0.0 0.0
0.0 0.0 0.0
0.0 0.0 -0.1
0.0 0.0 0.0
0.0 0.0 -0.1
0.0 0.0 0.0
0.0 0.0 0.0
0.0 0.0 0.0
0.0 0.0 0.0
0.0 0.0 0.0
0.0 0.0 0.0

Calculated values
frontier orbital gap	7.15	eV
energy above the lowest of the compared OMol25 structures with the same formula, charge and spin	0.00	kJ/mol
charge	0
electronic energy	-1260.0909	hartree

=====

(2)
Here is an isolated molecule of C2H2OS3 from the Open Molecules 2025 dataset. Energies are from ωB97M-V with the def2-TZVPD basis set.

Positions of all 8 atoms, in Å:
C1 -0.47079 0.39194 0.50305
C2 0.49941 -0.11725 -0.54566
H1 -1.39680 0.98078 -1.32448
H2 0.66460 -1.77240 1.02378
O1 0.86054 0.49708 -1.67233
S1 -1.56921 1.45715 -0.03798
S2 -0.05374 0.07066 2.13595
S3 1.46600 -1.50797 -0.08233

Atomic forces in eV per Å
2.9 -1.4 2.9
3.6 1.5 -4.8
-0.3 0.9 0.5
0.9 0.0 -0.8
-2.8 -2.7 5.8
-1.8 0.8 -1.6
-1.4 1.0 -2.0
-1.1 -0.1 0.1

Calculated values
frontier orbital gap	7.25	eV
SMILES string	O=C(S)C(=S)S
energy above the lowest of the compared OMol25 structures with the same formula, charge and spin	122.52	kJ/mol
charge	0
electronic energy	-1347.1449	hartree

=====

(3)
Here is a cluster of 3 separate species, C12H24N2O3 in total from the Open Molecules 2025 dataset. Energies are from ωB97M-V with the def2-TZVPD basis set.

Positions of all 41 atoms, in Å:
C1 1.21413 0.32760 -0.34998
C2 0.06488 -0.29265 -1.13266
C3 1.80869 1.60779 -1.03536
C4 2.54179 2.40663 0.21768
C5 2.67331 1.51186 -2.32551
C6 3.09186 2.87876 -3.02542
C7 -0.68670 -1.31836 1.02976
C8 -0.27402 -2.83749 1.09971
C9 -2.11858 -1.10949 1.75873
C10 -2.30515 0.50933 1.73801
C11 -3.17686 -1.61729 0.74146
C12 -4.55093 -1.77324 1.14023
H1 2.13753 -0.54824 1.62878
H2 3.61946 -0.73177 -0.20166
H3 0.88788 1.06051 0.54918
H4 0.89146 2.13216 -1.24255
H5 3.65552 2.09692 0.42972
H6 2.65438 3.59604 -0.12887
H7 1.62441 2.23865 1.16827
H8 3.43600 0.68683 -2.08159
H9 1.89229 0.96667 -3.02971
H10 3.92892 3.46892 -2.47652
H11 2.24095 3.76773 -3.04029
H12 3.35970 2.71082 -4.21585
H13 -1.37885 -1.53297 -0.96394
H14 0.00043 -0.73712 1.57323
H15 -2.35588 -1.70842 2.72778
H16 -3.56979 0.68983 1.69222
H17 -1.84844 0.76208 2.70028
H18 -1.71366 0.81838 0.61881
H19 -2.87898 -0.99429 -0.11854
H20 -2.92698 -2.73751 0.52201
H21 -4.96801 -0.87804 1.77892
H22 -5.29528 -1.89484 0.30929
H23 -4.37009 -2.74486 1.87209
H24 1.58079 -2.34458 0.44044
N1 2.20364 -0.75037 0.25709
N2 -0.58613 -1.10614 -0.39025
O1 -0.38655 0.36398 -2.14945
O2 -1.07432 -3.77129 1.35869
O3 0.95719 -3.17255 0.55579

Atomic forces in eV per Å
2.8 2.0 1.1
0.7 6.7 -1.6
2.1 0.6 1.8
-1.2 1.6 -0.9
-2.2 -1.7 -0.7
-0.1 1.7 -1.1
-0.7 -3.4 1.6
-0.6 -3.5 -0.5
-1.2 0.6 -2.0
-1.6 -2.2 -2.0
3.8 -1.9 -1.8
-2.5 -0.1 3.5
1.0 -0.5 -5.4
-5.2 0.5 1.9
-0.5 -3.0 -1.6
-0.2 0.6 -0.3
-2.5 0.1 0.0
-0.6 -3.1 1.3
3.5 1.1 -2.3
-0.3 1.7 -0.8
1.8 1.1 1.0
-1.0 -1.4 -1.1
1.6 -2.8 0.1
-0.4 0.4 3.3
1.2 0.6 1.4
1.1 0.8 0.4
1.4 1.4 -1.3
4.0 0.0 0.2
-0.1 1.2 -0.6
-2.0 -0.2 3.8
-1.3 -0.2 -0.2
0.3 2.1 -0.3
0.7 -1.7 -1.0
0.9 -0.4 0.8
-1.8 2.3 -1.6
-1.3 -0.9 0.0
2.3 1.4 2.7
-5.1 -3.3 -1.1
1.5 -3.3 2.3
2.5 3.3 -0.3
-0.8 1.6 1.2

Calculated values
frontier orbital gap	8.95	eV
energy above the lowest of the compared OMol25 structures with the same formula, charge and spin	1146.63	kJ/mol
charge	0
electronic energy	-806.4942	hartree